Entry 1:
Molecular formula: CH4Cl2N2
Method: DFT, the ωB97M-V functional and the def2-TZVPD basis

## Properties
- Net charge: 0
- E: -29124.1746 eV
- Energy above the lowest of the compared OMol25 structures with the same formula, charge and spin: 62.8 kJ/mol
- HOMO energy: -0.3354 hartree
- 2S+1: 1

Structure (XYZ):
```
9
Properties=species:S:1:pos:R:3:forces:R:3
C -0.4225 1.0786 0.3580 0.94 1.51 -0.57
N -1.3655 0.2610 1.0105 -0.56 -1.26 1.43
N 0.3914 0.1834 -0.4853 0.29 0.56 -0.42
Cl -0.5614 -1.1968 1.6311 -0.66 0.43 0.34
Cl 1.6652 0.8365 -1.4738 -0.83 0.02 0.38
H 0.2883 1.4165 1.1666 -0.73 0.22 -0.97
H -0.9944 2.0177 -0.1233 1.27 -2.13 0.78
H -2.1671 -0.1193 0.5251 0.19 0.35 -0.55
H -0.1733 -0.4741 -1.0095 0.10 0.30 -0.43
```
Positions in Å, forces in eV/Å.

Atomic partial charges in e from the natural (NBO) method, atoms 1 to 8: -0.08, -0.58, -0.63, 0.06, 0.09, 0.20, 0.20, 0.38

Entry 2:
Molecular formula: C10H16O
Method: DFT, the ωB97M-V functional and the def2-TZVPD basis

## Properties
- Net charge: 0
- E: -12676.7402 eV
- Energy above the lowest of the compared OMol25 structures with the same formula, charge and spin: 95.0 kJ/mol
- HOMO energy: -0.3080 hartree
- 2S+1: 1

Structure (XYZ):
```
27
Properties=species:S:1:pos:R:3:forces:R:3
C 2.0105 -2.0191 -1.1435 -0.04 -0.26 0.65
C 0.8862 -3.0301 -0.8947 -0.83 0.91 -0.41
H 1.6183 -1.0082 -1.2464 -0.20 -0.06 -0.10
H 2.6997 -1.9702 -0.3007 0.26 -0.16 -0.10
H 2.5463 -2.2612 -2.0562 0.19 -0.03 -0.02
H 1.1579 -4.0807 -0.8699 0.31 0.01 -0.16
H 0.1645 -2.8442 -1.6969 -0.03 -0.54 -0.08
H 0.2942 -2.8276 0.0010 0.35 0.12 0.21
C 1.3437 0.9888 0.9421 -0.52 -0.46 1.34
C 1.3234 1.7423 2.2912 0.45 0.00 -0.47
C -0.0586 0.8994 0.3909 -0.59 0.30 -1.07
C -1.2011 0.6958 1.1611 0.52 -0.53 -0.43
C -0.2747 1.0636 -0.9868 1.34 0.30 -0.01
C -2.4512 0.6962 0.5526 0.02 -0.52 0.57
C -1.4909 1.0269 -1.6418 -0.72 0.56 1.39
C -2.6112 0.8738 -0.8096 0.29 -0.14 -0.41
O -3.8502 0.8755 -1.3852 0.38 0.13 -0.45
H 2.0911 1.4371 0.2920 -0.39 0.26 -0.40
H 1.7126 -0.0300 1.0980 0.04 -0.03 0.16
H 0.7549 1.2365 3.0674 0.04 -0.19 -0.03
H -1.0998 0.3834 2.1931 -0.20 0.37 0.13
H 0.6579 1.2679 -1.5100 -0.33 -0.03 -0.50
H -3.2985 0.4363 1.1801 -0.17 0.21 -0.14
H -1.6552 1.2963 -2.6730 0.27 -0.29 -0.20
H -4.4785 0.5537 -0.7471 -0.47 -0.10 0.36
H 0.8612 2.7193 2.1526 0.08 0.10 0.01
H 2.3474 1.8786 2.6397 -0.05 0.07 0.17
```
Positions in Å, forces in eV/Å.

Atomic partial charges in e from the natural (NBO) method, atoms 1 to 8: -0.61, -0.61, 0.21, 0.20, 0.20, 0.20, 0.20, 0.20

Entry 3:
Molecular formula: C34H49MoN6SSbSi
Method: DFT, the ωB97M-V functional and the def2-TZVPD basis

## Properties
- Net charge: +2
- E: -72087.0012 eV
- Expectation value of S²: 2.022
- Energy above the lowest of the compared OMol25 structures with the same formula, charge and spin: 134.4 kJ/mol
- HOMO energy (spin up / spin down): -0.4362 / -0.4364 hartree
- 2S+1: 3

Structure (XYZ):
```
93
Properties=species:S:1:pos:R:3:forces:R:3
Mo 0.2214 -0.1497 -0.8830 0.30 0.46 0.24
N 4.2152 1.2517 -0.5846 -0.01 0.04 -0.02
C 4.5294 0.0468 -0.0010 -0.04 -0.05 -0.01
C 3.3924 -0.6990 -0.0360 0.06 0.05 0.02
N 2.3963 0.0370 -0.6324 0.05 -0.03 0.03
C 2.9229 1.2111 -0.9447 0.03 -0.08 0.07
C 2.0420 2.1793 -1.5464 -0.06 0.07 -0.12
N 0.7809 1.8138 -1.7334 -0.02 -0.29 0.04
C 0.1331 2.8947 -2.2776 0.02 0.07 -0.01
C 1.0262 3.9107 -2.4298 -0.09 -0.05 0.00
N 2.2312 3.4381 -1.9686 0.05 0.01 0.06
H 4.8496 2.0266 -0.6946 0.01 0.00 0.00
H 5.5131 -0.1686 0.3764 0.00 0.01 0.00
H 3.2301 -1.6966 0.3342 -0.01 0.00 0.00
H -0.9170 2.8857 -2.5071 -0.01 -0.02 -0.01
H 0.9135 4.9050 -2.8235 0.00 0.00 0.00
H 3.0870 3.9685 -1.9369 0.00 -0.01 0.00
C -2.3212 5.4930 1.4321 0.02 0.02 -0.04
N -2.2728 4.5412 2.5245 -0.01 -0.03 0.04
C -2.1355 4.8757 3.8655 -0.01 0.01 -0.04
C -2.2049 3.7356 4.5737 0.00 -0.03 0.00
N -2.3725 2.7149 3.6541 0.01 0.03 0.02
C -2.4237 3.2008 2.3904 -0.01 0.07 0.03
S -2.6524 2.3082 0.9801 -0.02 -0.01 -0.06
H -2.8788 6.3727 1.7449 0.00 -0.01 0.01
H -2.8216 5.0229 0.5895 -0.01 -0.01 0.01
H -1.3162 5.7943 1.1339 0.01 -0.01 0.01
H -2.0173 5.8942 4.1890 0.00 0.00 -0.01
H -2.1626 3.5659 5.6339 0.00 -0.01 0.00
H -2.5235 1.7405 3.8535 -0.01 0.00 0.00
C 3.2902 -1.7780 -3.4720 0.02 -0.02 0.05
C 2.8415 -2.9778 -2.6408 -0.03 0.10 -0.01
Sb 0.8594 -2.7809 -1.8515 -0.04 -0.13 -0.02
C 0.8667 -4.3147 -0.3506 0.02 0.08 -0.02
C 1.4060 -5.6523 -0.8488 -0.01 0.04 0.01
C -0.3130 -3.6844 -3.3925 0.02 0.02 0.03
C -0.1091 -3.0671 -4.7715 -0.01 0.02 0.03
H 4.3194 -1.9121 -3.8064 0.00 0.00 -0.02
H 3.2445 -0.8508 -2.8958 0.02 -0.05 -0.05
H 2.6717 -1.6454 -4.3584 -0.03 0.01 -0.03
H 3.5068 -3.1404 -1.7917 0.00 -0.02 0.01
H 2.8465 -3.8958 -3.2303 -0.01 0.00 0.00
H -0.1601 -4.4080 0.0087 0.01 0.00 -0.01
H 1.4643 -3.9337 0.4812 -0.02 0.00 0.01
H 0.7854 -6.0688 -1.6416 0.00 -0.01 -0.01
H 1.4197 -6.3758 -0.0335 0.00 -0.01 -0.01
H 2.4253 -5.5639 -1.2253 0.01 -0.01 -0.01
H -1.3524 -3.6313 -3.0726 -0.01 0.00 0.00
H -0.0280 -4.7372 -3.3954 0.01 0.00 0.03
H -0.3866 -2.0115 -4.8011 0.01 -0.02 -0.01
H -0.7248 -3.5881 -5.5050 -0.01 0.02 -0.01
H 0.9262 -3.1555 -5.0993 0.03 0.01 -0.02
C -1.0482 -2.1955 5.2110 0.00 0.01 -0.04
C -0.7848 -0.8339 5.1002 -0.01 -0.03 0.03
C -0.5033 -0.2762 3.8664 0.02 0.01 -0.05
C -0.4816 -1.0818 2.7238 0.05 -0.03 0.09
C -0.7604 -2.4425 2.8420 0.01 -0.02 -0.06
C -1.0369 -2.9988 4.0796 -0.01 0.00 0.04
C -0.2117 -0.5002 1.4087 -0.02 0.16 0.03
C 0.2090 0.6854 0.9662 -0.07 -0.19 -0.10
C 0.9190 1.8113 1.5816 0.04 -0.02 0.00
C 1.9857 1.5340 2.4432 -0.03 -0.05 0.00
C 2.7657 2.5603 2.9522 0.01 0.04 0.01
C 2.4891 3.8787 2.6125 0.00 -0.02 -0.01
C 1.4333 4.1603 1.7546 0.03 -0.01 0.03
C 0.6591 3.1353 1.2307 -0.02 0.06 -0.03
H -1.2680 -2.6275 6.1777 0.00 0.00 0.00
H -0.7969 -0.2106 5.9849 0.00 0.00 0.00
H -0.3039 0.7834 3.7784 0.04 0.01 0.01
H -0.7676 -3.0699 1.9563 0.00 0.01 0.01
H -1.2513 -4.0555 4.1621 0.00 0.00 0.00
H -0.4781 -1.2881 0.6310 -0.14 -0.08 -0.21
H 2.1992 0.5070 2.7158 0.00 -0.01 0.01
H 3.5830 2.3331 3.6243 -0.01 -0.01 0.01
H 3.0880 4.6821 3.0208 0.00 0.00 0.00
H 1.2123 5.1889 1.4964 -0.01 -0.01 -0.01
H -0.1748 3.3515 0.5749 0.00 -0.02 -0.01
C -4.2686 0.2077 -1.2568 0.00 -0.02 -0.06
Si -3.0134 -1.0043 -1.8887 0.00 0.03 -0.09
C -3.6048 -1.6953 -3.5233 0.01 -0.04 0.02
C -2.8169 -2.3899 -0.6345 0.08 -0.03 -0.04
C -1.3385 -0.1284 -2.2784 -0.12 -0.09 0.04
H -5.2560 -0.2597 -1.2913 0.00 0.00 0.00
H -4.3113 1.1048 -1.8780 -0.01 0.01 0.02
H -4.0807 0.5103 -0.2291 -0.01 0.03 0.04
H -4.5821 -2.1670 -3.3992 0.00 0.00 0.00
H -2.9317 -2.4395 -3.9523 0.00 0.01 -0.01
H -3.7200 -0.8951 -4.2576 0.00 0.01 0.01
H -3.7692 -2.9190 -0.5501 0.00 -0.01 0.00
H -2.5821 -2.0067 0.3623 -0.02 -0.01 0.00
H -2.0654 -3.1355 -0.9163 -0.05 0.03 0.05
H -1.5964 0.8871 -2.5928 -0.03 0.02 0.05
H -1.0028 -0.6417 -3.1908 0.02 0.02 0.05
```
Positions in Å, forces in eV/Å.

Atomic partial charges in e from the Mulliken method, atoms 1 to 8: -2.05, 0.09, -1.11, -0.83, 1.86, -0.40, -0.27, 0.52

What did the second record say?
Molecular formula: C10H16O
Method: DFT, the ωB97M-V functional and the def2-TZVPD basis

## Properties
- Net charge: 0
- E: -12676.7402 eV
- Energy above the lowest of the compared OMol25 structures with the same formula, charge and spin: 95.0 kJ/mol
- HOMO energy: -0.3080 hartree
- 2S+1: 1

Structure (XYZ):
```
27
Properties=species:S:1:pos:R:3:forces:R:3
C 2.0105 -2.0191 -1.1435 -0.04 -0.26 0.65
C 0.8862 -3.0301 -0.8947 -0.83 0.91 -0.41
H 1.6183 -1.0082 -1.2464 -0.20 -0.06 -0.10
H 2.6997 -1.9702 -0.3007 0.26 -0.16 -0.10
H 2.5463 -2.2612 -2.0562 0.19 -0.03 -0.02
H 1.1579 -4.0807 -0.8699 0.31 0.01 -0.16
H 0.1645 -2.8442 -1.6969 -0.03 -0.54 -0.08
H 0.2942 -2.8276 0.0010 0.35 0.12 0.21
C 1.3437 0.9888 0.9421 -0.52 -0.46 1.34
C 1.3234 1.7423 2.2912 0.45 0.00 -0.47
C -0.0586 0.8994 0.3909 -0.59 0.30 -1.07
C -1.2011 0.6958 1.1611 0.52 -0.53 -0.43
C -0.2747 1.0636 -0.9868 1.34 0.30 -0.01
C -2.4512 0.6962 0.5526 0.02 -0.52 0.57
C -1.4909 1.0269 -1.6418 -0.72 0.56 1.39
C -2.6112 0.8738 -0.8096 0.29 -0.14 -0.41
O -3.8502 0.8755 -1.3852 0.38 0.13 -0.45
H 2.0911 1.4371 0.2920 -0.39 0.26 -0.40
H 1.7126 -0.0300 1.0980 0.04 -0.03 0.16
H 0.7549 1.2365 3.0674 0.04 -0.19 -0.03
H -1.0998 0.3834 2.1931 -0.20 0.37 0.13
H 0.6579 1.2679 -1.5100 -0.33 -0.03 -0.50
H -3.2985 0.4363 1.1801 -0.17 0.21 -0.14
H -1.6552 1.2963 -2.6730 0.27 -0.29 -0.20
H -4.4785 0.5537 -0.7471 -0.47 -0.10 0.36
H 0.8612 2.7193 2.1526 0.08 0.10 0.01
H 2.3474 1.8786 2.6397 -0.05 0.07 0.17
```
Positions in Å, forces in eV/Å.

Atomic partial charges in e from the natural (NBO) method, atoms 1 to 8: -0.61, -0.61, 0.21, 0.20, 0.20, 0.20, 0.20, 0.20

- Look up the energy above the lowest of the compared OMol25 structures with the same formula, charge and spin of the second one.
  95.0 kJ/mol

- What is the formula in the third record?
  C34H49MoN6SSbSi